85
Properties=species:S:1:pos:R:3:forces:R:3 method="wB97M-V/def2-TZVPD" de_lowest_kj_mol=17.0 charge=+1 gap_ev="2.90 / 2.90" e_tot_ha=-2390.815905
Pb 0.2620 -0.8010 -1.5005 -0.90 -1.61 0.25
O -3.8429 0.6627 -4.8855 -0.42 -0.74 -0.08
C -3.5546 1.8208 -4.3680 0.77 0.94 0.69
C -4.0541 3.0094 -4.9380 -0.50 -0.21 -0.36
C -3.6001 4.2446 -4.5305 0.84 -0.08 0.86
C -2.6765 4.3594 -3.4662 0.30 -1.06 0.09
C -2.2400 3.1862 -2.8089 -0.21 1.78 0.01
C -2.6639 1.9435 -3.2364 -0.63 -0.50 -0.72
C -2.1128 0.7293 -2.6293 -0.87 -0.23 -1.63
O -1.2766 0.8465 -1.6695 0.70 -0.31 0.71
N -2.4956 -0.3915 -3.2409 1.70 -0.29 1.09
N -1.8398 -1.5224 -2.7421 -1.07 -0.17 0.33
C -2.4814 -2.6522 -2.8558 0.47 1.54 0.52
C -2.2253 -3.7433 -1.9774 0.57 -0.70 -0.16
C -2.9342 -4.9072 -2.3274 1.01 -0.41 1.15
C -2.7130 -6.0813 -1.6343 -0.35 -0.09 -0.58
C -1.7714 -6.1122 -0.6075 -0.05 -0.01 0.45
C -1.0976 -4.9630 -0.2072 0.13 -0.42 0.11
C -1.2976 -3.7335 -0.8616 -0.13 0.31 -0.75
O -0.6124 -2.6800 -0.4543 0.12 0.28 -0.41
H -3.3286 -0.0842 -4.2492 -0.50 0.73 -0.67
H -4.8239 2.9166 -5.7177 0.56 0.03 0.26
H -3.9064 5.1486 -5.0313 -0.26 0.05 -0.10
H -2.2538 5.3179 -3.1830 -0.27 -0.05 0.02
H -1.5899 3.2646 -1.9164 -0.35 -0.13 -0.67
H -3.3198 -2.7886 -3.5582 0.20 0.50 0.30
H -3.6121 -4.9015 -3.1580 -0.25 0.13 -0.27
H -3.2493 -6.9638 -1.9714 0.17 -0.04 0.34
H -1.5939 -7.0599 -0.0866 0.05 0.41 -0.20
H -0.3301 -5.0106 0.5794 -0.48 0.07 -0.34
O 0.8776 -0.2905 0.6959 0.44 0.67 1.09
P 0.8898 0.0307 2.1983 -0.90 -0.62 -0.95
N 2.4475 -0.1155 2.7606 0.46 0.08 -0.35
C 2.9483 -0.3765 4.1262 -0.64 -0.47 0.30
C 4.4743 -0.5865 4.0039 -0.75 -1.03 -0.82
C 4.8387 0.2578 2.7920 0.40 0.73 -0.28
C 3.5838 0.3031 1.9054 -0.17 -0.18 -0.20
N -0.1198 -1.0227 2.9829 0.67 -0.73 0.14
C -1.2048 -0.7811 3.9465 -0.26 0.57 -0.39
C -1.7680 -2.1755 4.3149 -0.99 1.15 0.68
C -1.3552 -3.0912 3.1950 0.38 -0.25 0.09
C -0.0075 -2.5159 2.7994 0.81 0.39 -0.70
N 0.3635 1.5983 2.3822 -0.14 -0.03 0.46
C -0.4789 2.2973 1.4051 -0.82 -0.08 -0.55
C -1.1598 3.5003 2.1325 1.25 -0.77 -0.29
C -0.4128 3.6201 3.4908 -1.25 -0.43 0.23
C 0.5611 2.4349 3.5858 -0.40 -0.46 0.33
H 2.4469 -1.2778 4.5160 0.14 0.43 0.07
H 2.7191 0.4823 4.7791 0.15 -0.30 -0.04
H 4.7283 -1.6448 3.7572 -0.48 0.60 0.30
H 4.9639 -0.3615 4.9393 0.27 0.32 0.08
H 5.7002 -0.1262 2.2302 -0.24 -0.04 0.20
H 5.1088 1.2802 3.0686 -0.07 -0.05 0.18
H 3.6790 -0.3483 1.0393 -0.09 -0.42 0.02
H 3.4338 1.2903 1.4689 -0.11 0.37 0.21
H -1.9532 -0.1917 3.4210 -0.32 0.12 0.17
H -0.8811 -0.2021 4.8156 0.03 -0.18 0.05
H -2.8643 -2.0683 4.4894 0.74 -0.30 -0.22
H -1.3344 -2.4840 5.2643 0.10 -0.17 0.01
H -1.9921 -3.0693 2.3271 -0.50 0.37 -0.29
H -1.3284 -4.1513 3.4816 0.30 0.33 0.09
H 0.1912 -2.7497 1.7550 0.21 0.14 -0.04
H 0.8200 -2.8690 3.4125 0.01 -0.27 0.18
H -1.2591 1.6673 0.9373 0.47 -0.06 0.43
H 0.1225 2.6225 0.5543 0.23 0.23 -0.04
H -2.2166 3.3044 2.1629 -0.40 -0.04 0.56
H -1.0420 4.3946 1.5291 0.06 0.16 0.01
H -1.1150 3.5793 4.3559 0.43 0.18 -0.71
H 0.1143 4.5620 3.5344 0.15 0.18 0.12
H 0.3776 1.8566 4.5038 -0.01 0.04 -0.26
H 1.5596 2.8214 3.6724 0.76 0.00 -0.20
C 2.0898 2.6427 -1.5967 -0.10 -0.62 0.22
C 2.4169 1.6976 -2.5200 -1.05 0.33 -0.80
C 1.6903 1.6237 -3.7698 0.39 -0.13 0.53
C 2.2441 0.9749 -4.8314 0.20 0.05 -0.62
C 3.4636 0.2910 -4.6900 -0.04 -0.23 0.36
C 4.0721 0.1494 -3.4296 -1.33 0.78 0.00
C 3.5348 0.8511 -2.3702 1.45 -0.26 0.15
H 1.2054 3.2574 -1.6596 -0.09 0.16 -0.35
H 2.6967 2.7697 -0.7166 0.19 0.03 0.23
H 0.7229 2.0686 -3.8502 -0.48 0.55 -0.05
H 1.7625 1.0436 -5.8013 0.02 -0.23 0.12
H 3.9327 -0.1972 -5.5445 -0.21 0.18 0.10
H 4.9193 -0.4714 -3.3128 0.77 -0.43 0.15
H 4.0280 0.8412 -1.4060 0.04 -0.09 0.05



90
Properties=species:S:1:pos:R:3:forces:R:3 method="wB97M-V/def2-TZVPD" spin_multiplicity=5 de_lowest_kj_mol=111.3 charge=+2 gap_ev="8.24 / 6.04" e_tot_ha=-2680.527159
Os 0.1931 0.3804 -0.1594 -0.13 -0.22 0.40
O -1.5464 1.8656 -1.1902 0.44 0.39 -0.24
C -2.3476 1.1896 -2.1947 -0.08 0.04 0.09
C -1.8036 -0.2334 -2.2819 0.13 -0.14 0.06
O -2.0752 -0.9966 -3.1475 0.03 -0.13 -0.13
O -1.0503 -0.6125 -1.2128 -0.16 -0.03 -0.13
C -2.2103 1.9048 -3.5325 -0.09 0.18 0.07
C -0.9836 2.4542 -3.8995 0.12 -0.05 -0.02
C -0.8519 3.1538 -5.0897 -0.03 -0.01 0.02
C -1.9419 3.2947 -5.9350 0.00 -0.01 0.02
C -3.1592 2.7331 -5.5822 -0.01 0.00 0.00
C -3.2961 2.0462 -4.3850 -0.08 0.03 0.00
C -3.7781 1.1149 -1.6609 -0.05 0.08 0.04
C -4.2351 2.0903 -0.7769 0.02 0.04 -0.04
C -5.5468 2.0775 -0.3236 0.02 -0.03 -0.01
C -6.4182 1.0858 -0.7480 0.02 0.00 -0.01
C -5.9684 0.1141 -1.6289 -0.01 -0.03 0.01
C -4.6581 0.1259 -2.0855 0.01 -0.15 0.01
H -1.1562 2.6497 -1.6062 -0.12 0.01 -0.14
H -0.0961 2.2975 -3.2945 -0.04 0.02 -0.01
H 0.1055 3.5794 -5.3579 0.01 -0.01 -0.01
H -1.8423 3.8369 -6.8653 0.00 0.01 0.00
H -4.0155 2.8400 -6.2341 0.00 -0.01 -0.01
H -4.2586 1.6337 -4.1165 0.01 0.01 -0.01
H -3.5793 2.8928 -0.4654 0.01 0.03 -0.01
H -5.8899 2.8522 0.3492 0.00 0.00 0.00
H -7.4419 1.0743 -0.3998 0.00 0.00 0.00
H -6.6393 -0.6640 -1.9673 -0.01 0.01 -0.01
H -4.3261 -0.6411 -2.7749 -0.04 0.07 0.02
N -1.0308 1.4795 1.3523 -0.06 -0.29 0.12
C -0.3643 2.7337 1.7887 0.10 -0.01 -0.01
C -0.3982 2.9142 3.3109 -0.15 0.06 -0.08
C 0.3490 1.8540 4.1381 0.00 0.02 0.05
C 1.6255 2.3723 4.8017 0.02 -0.06 0.05
N 2.7309 2.5956 3.8748 -0.09 0.12 0.00
C 3.3435 1.6148 3.2195 0.19 0.06 -0.09
N 4.0759 1.8943 2.1446 -0.01 -0.01 0.02
N 3.2643 0.3622 3.6608 -0.03 -0.26 -0.12
C 1.0708 2.7469 1.2732 -0.04 -0.43 -0.29
O 1.8032 3.6866 1.4333 0.07 0.10 0.08
O 1.4676 1.6249 0.6653 -0.03 0.57 0.28
H -1.9619 1.6530 0.9770 0.02 0.05 -0.03
H -1.1396 0.8552 2.1516 -0.10 0.07 0.03
H -0.8699 3.5885 1.3368 -0.04 -0.07 -0.08
H -1.4493 2.9243 3.6040 -0.01 0.08 -0.01
H -0.0093 3.9110 3.5252 -0.02 0.01 0.00
H 0.5831 0.9663 3.5381 0.00 -0.01 0.02
H -0.3002 1.5124 4.9455 -0.02 -0.03 -0.02
H 1.9453 1.6924 5.5926 0.02 0.03 0.03
H 1.4318 3.3256 5.2906 0.02 -0.02 0.03
H 2.8200 3.5193 3.4759 0.04 -0.04 0.03
H 3.8709 2.7336 1.6204 -0.04 0.00 0.01
H 4.5331 1.1447 1.6529 0.01 -0.04 0.00
H 2.8499 0.1566 4.5515 0.02 -0.03 -0.01
H 3.4760 -0.4048 3.0393 0.04 0.02 -0.02
C -0.7145 -2.9791 4.2307 0.02 0.01 -0.02
N -0.4241 -3.7133 3.0020 0.02 -0.04 0.02
C -0.8064 -5.1304 3.0639 0.03 0.05 0.00
C -0.1626 -3.0945 1.8453 0.14 0.03 -0.02
S -0.5625 -1.4059 1.7442 0.09 -0.09 0.03
N 0.3867 -3.7859 0.8425 0.03 0.05 0.03
C 0.2368 -3.4110 -0.5576 -0.03 -0.03 0.00
C 1.3683 -4.8484 1.0724 -0.09 -0.01 0.02
H -0.5462 -3.6532 5.0677 0.00 0.00 0.01
H -1.7512 -2.6397 4.2505 -0.01 0.00 0.01
H -0.0547 -2.1213 4.3261 -0.01 0.00 -0.01
H -1.7911 -5.1928 3.5275 0.01 0.00 0.02
H -0.1001 -5.7012 3.6658 0.02 -0.01 -0.02
H -0.8706 -5.5557 2.0703 0.00 0.00 -0.06
H -0.5514 -2.6771 -0.6795 0.03 -0.04 0.01
H -0.0284 -4.3029 -1.1260 0.02 -0.02 0.00
H 1.1757 -3.0177 -0.9525 -0.04 -0.04 0.01
H 1.6326 -4.9065 2.1230 -0.01 0.01 0.03
H 2.2642 -4.5993 0.5020 0.00 0.00 -0.01
H 1.0026 -5.8173 0.7333 -0.02 -0.01 0.00
O 1.0418 0.1865 -3.1162 -0.04 -0.02 -0.06
C 1.8583 -0.3789 -2.4409 0.10 -0.13 0.16
N 1.7454 -0.4772 -1.0231 -0.08 0.17 -0.35
C 2.9186 -1.0225 -0.4824 -0.04 0.10 -0.09
O 3.1470 -1.1376 0.7000 0.00 0.07 0.26
C 3.7725 -1.4114 -1.6356 0.00 -0.04 0.08
C 4.9956 -2.0487 -1.6516 0.07 -0.02 -0.02
C 5.5643 -2.3016 -2.8982 -0.03 -0.01 0.05
C 4.9247 -1.9173 -4.0738 -0.03 0.02 0.00
C 3.6940 -1.2645 -4.0466 0.05 0.00 -0.07
C 3.1367 -1.0301 -2.8084 -0.07 -0.01 0.00
H 5.4933 -2.3414 -0.7368 -0.01 -0.01 0.00
H 6.5172 -2.8100 -2.9544 0.01 0.02 -0.01
H 5.3921 -2.1310 -5.0254 0.01 0.00 0.00
H 3.1954 -0.9576 -4.9559 -0.01 -0.01 0.00



90
Properties=species:S:1:pos:R:3:forces:R:3 method="wB97M-V/def2-TZVPD" de_lowest_kj_mol=348.1 charge=+1 gap_ev="4.31 / 4.32" e_tot_ha=-5217.374310
Tl 0.3101 -0.7003 0.0338 -1.13 -0.93 0.30
O -4.3595 -1.2558 0.2467 0.31 -0.02 -0.23
C -3.3696 -1.5292 -0.4198 0.35 -0.98 -0.41
O -2.4173 -0.7738 -0.8076 1.24 2.00 0.46
C -3.1547 -2.9349 -1.0272 -0.60 0.63 0.32
C -2.4995 -2.8312 -2.4066 2.12 -0.58 0.57
C -2.6207 -4.1592 -3.0934 -1.02 -1.29 0.31
C -1.5917 -5.0661 -2.3555 -0.15 -0.41 -0.86
C -1.0515 -4.1376 -1.2972 -0.09 1.53 -0.01
O -0.9739 -2.8210 -2.0906 -1.62 -1.56 1.01
C -2.1826 -3.8572 -0.2324 0.58 -0.20 -0.83
C -1.6840 -3.4237 1.1597 -0.90 -1.27 -0.24
O -2.0381 -4.0858 2.1400 0.65 1.09 -0.98
O -0.8427 -2.4407 1.2463 1.25 1.18 0.26
H -4.1288 -3.4400 -1.0662 0.21 0.19 -0.20
H -2.7432 -2.0035 -3.0580 0.03 0.37 0.33
H -2.4351 -4.1216 -4.1519 0.17 0.13 -0.43
H -3.6557 -4.5583 -2.9488 0.73 0.30 -0.26
H -0.7928 -5.3917 -3.0463 -0.28 0.24 0.33
H -2.0764 -5.9777 -1.9839 0.24 0.25 0.21
H -0.0707 -4.4648 -0.8873 -0.55 0.70 -0.28
H -2.7466 -4.7809 -0.1346 0.28 -0.18 0.61
Cl 2.5762 0.2238 2.9905 0.42 -0.07 -0.14
C 1.9292 1.3657 4.1144 -1.12 0.90 0.13
C 2.6359 1.7092 5.2461 -0.12 -0.85 0.80
C 2.0050 2.3489 6.3152 0.68 0.24 -0.40
C 0.7583 2.8863 6.1240 -0.76 0.01 -1.07
C 0.1035 2.7370 4.8945 -0.60 -0.10 -0.57
C 0.6453 1.9152 3.8899 1.45 -0.48 0.27
P -0.2039 1.5197 2.3240 -2.22 -0.65 0.88
C -1.7999 0.8157 2.9679 -0.13 -0.27 0.04
C -1.9018 0.1966 4.2398 0.18 0.09 -0.45
C -3.0943 -0.4014 4.6297 0.04 -0.14 0.66
C -4.2231 -0.3551 3.8124 -0.46 0.28 -0.07
C -4.1602 0.2924 2.5854 0.38 0.07 -0.42
C -2.9360 0.8256 2.1398 -0.07 -0.26 0.09
C -0.6517 3.1675 1.7627 0.33 1.20 -1.00
C -1.8971 3.7837 1.9204 -0.60 0.15 0.25
C -2.1749 4.9830 1.2300 0.41 -1.02 0.38
C -1.2714 5.5046 0.3245 0.01 0.37 -0.37
C 0.0227 4.9648 0.2173 -0.60 -0.24 0.48
C 0.3313 3.8552 1.0022 0.06 -0.42 -0.35
H 3.6130 1.2965 5.3769 0.50 -0.13 0.07
H 2.5088 2.4822 7.2729 0.01 -0.07 -0.36
H 0.2727 3.4422 6.8911 -0.26 0.30 0.49
H -0.8818 3.2204 4.7014 0.87 -0.44 0.31
H -1.0493 0.1749 4.9180 -0.18 -0.04 -0.20
H -3.1516 -0.8938 5.6179 0.08 0.32 -0.70
H -5.1930 -0.7847 4.1152 0.76 0.13 -0.02
H -5.0389 0.3099 1.9280 0.61 0.03 0.33
H -2.8515 1.2070 1.1224 -0.18 -0.06 0.19
H -2.6810 3.3498 2.5812 0.74 0.28 -0.69
H -3.1248 5.4677 1.3581 -0.29 0.01 0.07
H -1.6479 6.3390 -0.2911 0.68 -0.38 0.29
H 0.7505 5.3595 -0.4870 -0.09 0.06 0.28
H 1.3538 3.4514 0.9754 -0.48 0.06 -0.18
C 4.7086 1.2060 -2.3324 -0.01 1.48 -0.59
N 4.5701 -0.2011 -2.2541 -0.80 -0.69 0.79
C 5.4015 -0.9972 -3.0996 0.91 -0.68 -0.24
C 3.6415 -0.7128 -1.4075 -0.71 -0.95 0.68
N 2.6236 -0.0721 -0.9148 -0.76 -0.34 -0.46
N 3.8768 -2.0628 -1.0104 0.16 0.92 0.25
C 3.2481 -2.7182 0.0594 -0.99 0.66 -0.18
N 4.0267 -3.6593 0.6562 -0.29 -0.21 0.18
N 2.0158 -2.4704 0.4042 0.49 -0.36 -0.50
H 5.7503 1.5552 -2.2764 -0.16 -0.44 0.08
H 4.1557 1.6542 -1.5220 -0.05 0.27 0.18
H 4.3068 1.5819 -3.2797 -0.04 0.12 0.04
H 5.7470 -0.3493 -3.9090 0.09 -0.21 0.11
H 4.8417 -1.8180 -3.5701 0.23 0.11 0.27
H 6.2982 -1.3750 -2.5481 -0.50 0.10 -0.55
H 2.2185 0.6638 -1.5020 0.58 0.30 0.23
H 4.7805 -2.4433 -1.2644 -0.18 0.17 0.13
H 5.0339 -3.5767 0.5933 -0.32 -0.17 0.16
H 3.6252 -4.1124 1.4808 0.52 0.24 -0.54
H 1.6564 -3.1794 1.0389 -0.06 0.31 0.31
C -2.1165 1.3472 -3.5573 0.45 -0.25 0.90
As -0.1604 1.5198 -3.4161 -1.52 0.08 -2.93
C 0.4554 0.0073 -4.5116 0.33 0.10 -0.41
C 0.4335 3.1807 -4.3512 0.08 -1.13 0.31
O 0.4065 1.4575 -1.8873 0.61 -0.48 1.58
H -2.5214 2.0759 -2.8477 -0.11 -0.32 0.02
H -2.3056 0.3088 -3.1987 -0.11 0.81 -0.09
H -2.5813 1.5251 -4.5316 0.57 -0.07 -0.01
H -0.3227 -0.2597 -5.2739 0.53 0.14 0.93
H 0.6884 -0.8462 -3.8262 -0.26 0.63 -0.71
H 1.3472 0.3276 -5.1014 -0.45 -0.37 0.63
H 0.4614 3.0453 -5.4449 0.07 -0.08 0.54
H 1.4126 3.3588 -3.9195 0.32 0.06 -0.27
H -0.1713 4.0332 -4.1054 -0.53 0.20 0.19